Molecular formula: C9H3AlCl5F6NO5S2
Method: DFT, ωB97M-V/def2-TZVPD

E_tot (a.u.): -4714.76292
LUMO level (eV): -0.10
Max |F| (eV Å⁻¹): 0.79
Frontier orbital gap (eV): 9.612

```
32
Properties=species:S:1:pos:R:3:forces:R:3:lowdin_charge:R:1
Al 1.3678 -0.2191 -0.6656 0.31 0.64 0.35 0.01
Cl 1.3899 0.4786 3.0428 0.01 -0.05 -0.02 0.74
C 0.7674 -0.9751 2.3508 -0.01 0.13 0.17 -0.67
C 0.8494 -1.1619 0.9846 0.14 -0.28 -0.48 -0.20
C 0.3305 -2.3469 0.4915 0.04 0.13 0.04 -0.61
Cl 0.4938 -2.4763 -1.2568 -0.23 -0.42 -0.11 0.89
C -0.2716 -3.3307 1.2474 -0.07 -0.16 -0.11 -0.70
Cl -0.9045 -4.7499 0.5151 0.03 0.05 0.06 0.72
C -0.3436 -3.1117 2.6213 0.00 0.03 0.09 -0.69
Cl -1.0765 -4.2918 3.6274 0.01 0.02 -0.02 0.71
C 0.1783 -1.9375 3.1744 -0.01 0.01 0.07 -0.69
Cl 0.0860 -1.6841 4.8707 -0.01 -0.02 -0.05 0.71
C 3.8046 -0.2780 -2.4460 0.04 -0.05 0.00 -0.13
O 2.6597 -0.0790 -1.6791 -0.01 -0.08 0.06 -0.17
H 3.5357 -0.5528 -3.4682 0.01 0.00 -0.01 0.08
H 4.4280 -1.0712 -2.0267 0.01 0.00 -0.01 0.08
H 4.3922 0.6415 -2.4789 0.02 -0.01 -0.01 0.09
F -0.6184 4.2933 -1.3714 -0.04 0.21 0.04 0.18
C 0.0442 3.2568 -1.8310 0.07 -0.21 0.20 -0.67
F 1.3291 3.5562 -1.9543 -0.06 0.04 -0.07 0.17
F -0.4362 2.8613 -2.9831 -0.03 -0.04 -0.20 0.19
S -0.0596 1.8589 -0.5598 -0.30 0.01 0.50 0.75
O -0.2071 0.5931 -1.3543 0.04 0.09 -0.05 -0.22
O 1.2839 1.7607 0.0174 -0.16 -0.10 0.08 -0.23
N -1.1337 2.1062 0.5190 0.05 0.07 -0.60 -0.25
S -2.6811 2.0553 -0.0103 -0.14 0.03 -0.35 0.65
O -2.7101 2.2710 -1.4327 -0.08 -0.05 0.33 -0.27
O -3.5365 2.7749 0.8646 0.28 0.10 0.13 -0.24
C -3.1504 0.2609 0.2505 0.11 0.15 0.03 -0.67
F -4.4042 0.2161 0.6691 -0.07 -0.07 -0.01 0.16
F -2.3648 -0.3144 1.1601 0.01 -0.02 0.08 0.14
F -3.0421 -0.4043 -0.8885 0.03 -0.14 -0.11 0.15
```
Forces are in eV/Å.


Molecular formula: C9H43InO14
Method: DFT, ωB97M-V/def2-TZVPD

E_tot (a.u.): -1612.02624
LUMO level (eV): -0.32
Max |F| (eV Å⁻¹): 4.44
Relative energy (zero: lowest compared OMol25 entry of this formula, charge and spin) (kcal/mol): 51.78
Frontier orbital gap (eV): 7.945

```
67
Properties=species:S:1:pos:R:3:forces:R:3:lowdin_charge:R:1
In -0.6477 -2.4511 -0.1069 -1.07 0.67 -0.07 0.73
C -3.9017 -1.8021 -2.0449 1.53 1.01 0.46 -0.03
C -3.6827 -3.0011 -1.1359 3.89 1.18 1.14 -0.49
C -3.1527 -4.1741 -1.8549 -3.23 -2.72 0.14 -0.10
O -2.6107 -2.7321 -0.1999 -1.56 -0.08 0.78 -0.28
H -4.9147 -1.5791 -2.1959 -1.65 0.33 0.00 0.05
H -3.5387 -2.0601 -3.0219 0.56 0.25 -0.67 0.06
H -3.3987 -0.8531 -1.6539 -0.55 -1.45 -0.45 0.10
H -4.6187 -3.2091 -0.6549 -0.26 -0.39 0.88 0.13
H -2.9517 -5.0751 -1.2409 0.46 0.90 0.24 0.10
H -2.4227 -4.0381 -2.5979 0.93 0.52 -0.88 0.05
H -4.0887 -4.5251 -2.2809 -0.05 -0.57 -1.46 0.08
C 2.6723 -0.9981 1.3181 0.77 -0.33 -0.02 -0.03
C 2.1103 -1.2631 -0.0839 -0.11 -1.28 0.86 -0.59
C 3.2243 -1.4811 -1.0469 2.78 0.86 0.60 -0.07
O 1.3373 -2.4131 -0.0489 0.61 -1.98 0.29 -0.27
H 3.5173 -0.2751 1.2611 -0.86 0.04 0.40 0.09
H 3.1473 -1.9441 1.7181 -0.66 0.75 -0.63 0.10
H 1.8553 -0.7311 2.0011 0.45 0.31 -0.09 0.05
H 1.4223 -0.5341 -0.4439 -0.17 1.67 0.00 0.08
H 3.7833 -0.5101 -1.2579 -0.66 -1.32 -0.07 0.09
H 2.9283 -1.9981 -1.9349 -0.26 -0.07 -0.61 0.06
H 3.9983 -2.1041 -0.5269 -0.60 0.23 -0.52 0.10
C -0.2847 1.7119 0.6601 1.44 0.66 -2.17 -0.04
C -1.0067 0.8159 -0.3199 -1.33 -2.82 -0.59 -0.50
C -0.6397 0.7569 -1.8059 0.18 1.91 1.16 -0.03
O -0.9827 -0.5151 0.0561 0.26 1.12 1.55 -0.28
H -0.5597 2.7349 0.4391 -0.66 0.40 0.59 0.06
H 0.7463 1.8469 0.3201 0.53 -0.80 0.47 0.07
H -0.3247 1.4009 1.7001 -0.80 0.00 -0.47 0.06
H -2.0687 1.0819 -0.3009 -0.26 0.65 -0.05 0.13
H -1.2207 0.0309 -2.3699 -0.41 0.44 0.17 0.08
H 0.3883 0.5399 -1.9389 1.19 -0.53 0.11 0.02
H -0.7127 1.7869 -2.0809 -0.47 0.77 -1.44 0.08
O 1.6983 1.7769 3.0081 1.08 -0.39 0.40 -0.02
H 0.9553 1.6199 2.4551 -0.46 -0.50 -1.49 -0.04
H 1.2253 2.1589 3.7181 -0.24 0.97 1.74 0.03
O 1.4833 4.0219 -1.1379 0.07 0.85 -1.08 -0.03
H 1.6123 3.1179 -1.3939 0.41 -0.68 -0.23 -0.02
H 1.0083 3.9369 -0.3329 -0.49 0.20 1.37 -0.03
O 1.5583 -0.5061 -3.7059 0.57 -1.97 -0.22 -0.04
H 1.9013 -1.1591 -4.3689 -0.36 1.11 0.80 0.09
H 1.3733 0.2959 -4.1699 -0.27 0.74 -0.65 0.04
O 3.1393 1.7219 -1.0689 -0.71 -0.38 0.35 -0.02
H 3.3993 1.8529 -1.9549 1.28 1.17 -1.66 0.05
H 2.6233 0.9459 -1.2689 -0.69 -1.01 0.85 0.01
O 0.7773 4.4219 2.0881 -0.05 0.44 0.74 -0.05
H 1.3473 4.5559 2.8761 -0.36 -0.10 -0.89 0.07
H 0.3003 5.2599 1.9871 0.28 -0.17 0.03 0.06
O -2.5047 3.1589 2.0831 0.01 1.48 1.23 -0.04
H -1.8517 3.1959 1.4101 0.68 -1.06 -1.62 -0.04
H -2.1697 3.9949 2.4621 -0.93 -0.27 0.75 0.04
O -0.6167 -2.5241 1.9281 0.17 -1.00 4.33 -0.01
H -0.4847 -3.3101 2.4981 -0.17 0.29 -0.80 0.12
H -0.5447 -1.8011 2.5971 -0.35 0.21 -1.08 0.06
O -3.0337 -0.0631 2.0711 0.44 0.27 0.83 -0.05
H -2.1947 -0.0071 2.5661 -0.87 -0.19 -0.49 -0.01
H -2.7127 -0.0571 1.1661 0.10 -0.46 -0.34 0.00
O 3.6003 2.9089 1.3271 1.58 0.93 0.56 -0.04
H 2.9283 2.7499 1.9591 -0.86 -0.27 1.36 -0.05
H 3.2013 2.5859 0.5481 -0.27 -0.42 -1.71 -0.05
O -0.4867 -0.2621 3.5761 -1.75 2.28 0.42 -0.04
H 0.2403 -0.2871 4.1551 2.15 -0.76 1.00 0.04
H -0.8477 0.6079 3.9351 -0.19 -1.54 -1.06 0.12
O -0.2907 -2.4381 -2.1339 -0.90 -0.06 -1.52 0.02
H 0.1603 -1.7131 -2.5359 0.92 1.13 -0.59 0.04
H -0.1957 -3.1971 -2.6719 0.22 -1.17 -0.96 0.08
```
Forces are in eV/Å.


Molecular formula: C9H4BBrF6N5O6S3
Method: DFT, ωB97M-V/def2-TZVPD

E_tot (a.u.): -5463.34044
LUMO level (eV): 0.22
Max |F| (eV Å⁻¹): 2.24
Total charge: -1
Frontier orbital gap (eV): 6.712

```
35
Properties=species:S:1:pos:R:3:forces:R:3:lowdin_charge:R:1
N -2.1884 2.7119 1.7338 -0.19 0.82 -1.33 0.19
C -2.1644 2.7243 0.5698 0.53 -1.43 0.77 -0.34
O -2.0701 2.3464 -0.6951 -0.58 0.77 0.67 0.01
C -2.9761 1.2828 -0.9184 0.50 -1.04 0.26 -0.26
C -4.1815 1.5544 -1.4595 0.28 0.19 -0.03 0.07
C -5.0897 0.4576 -1.6359 1.22 1.21 0.17 -0.37
N -6.3279 0.5897 -2.1243 0.49 -2.08 0.68 -0.20
S -6.8798 -0.9582 -2.0398 -0.12 0.18 -0.27 1.00
N -5.6102 -1.7656 -1.4549 0.03 0.82 -0.01 -0.23
C -4.6343 -0.8544 -1.2434 -0.95 -0.29 -0.40 -0.30
C -3.3364 -1.1533 -0.6869 0.10 0.85 -0.21 -0.06
B -2.8918 -2.6242 -0.2600 0.35 -0.52 0.64 -0.61
N -3.0347 -3.8005 -1.0831 -0.83 0.32 0.95 0.17
O -2.3538 -2.7881 1.0138 -0.90 0.26 -0.68 0.10
C -2.5158 -0.0545 -0.5254 -0.33 0.07 -0.02 -0.46
Br -0.7580 -0.1864 0.2348 -0.91 0.20 -0.58 1.01
H -4.3937 2.5922 -1.7264 -0.24 -0.45 0.05 0.14
H -4.0143 -3.8608 -1.3644 0.33 0.11 -0.67 0.07
H -2.8894 -4.6156 -0.4878 0.28 0.06 -0.27 0.08
H -2.6539 -2.0308 1.5341 0.65 -0.06 0.20 0.09
C 2.5288 -0.5113 1.3817 -0.60 -0.04 -0.81 -0.69
F 1.7824 -1.2068 2.2471 0.29 0.09 0.23 0.11
F 2.6300 -1.2564 0.2699 0.18 0.00 0.12 0.11
F 1.8150 0.5817 1.0391 0.35 0.02 0.27 0.02
S 4.1712 -0.0751 2.0733 -0.26 -0.34 0.60 0.56
O 4.7912 -1.3410 2.3476 0.06 -0.03 -0.36 -0.29
O 3.8733 0.7289 3.2253 -0.06 0.27 -0.23 -0.29
N 4.7013 0.7004 0.7979 0.43 -0.10 0.69 -0.30
S 6.1616 1.3073 0.9207 0.72 0.34 -0.01 0.57
O 7.2398 0.3586 0.9490 -0.23 -0.24 -0.17 -0.29
O 6.3054 2.4320 1.8025 -0.36 0.06 -0.05 -0.29
C 6.2302 2.0315 -0.7635 -0.48 0.18 -0.96 -0.68
F 5.2586 2.9375 -0.9600 0.07 -0.01 0.23 0.11
F 6.0798 1.0988 -1.7176 0.10 -0.09 0.20 0.11
F 7.3957 2.6470 -0.9937 0.06 -0.12 0.35 0.12
```
Forces are in eV/Å.


Molecular formula: C9H4BrN4OS2Sn
Method: DFT, ωB97M-V/def2-TZVPD

E_tot (a.u.): -4223.95605
LUMO level (spin up / spin down) (eV): -7.07 / -5.26
Max |F| (eV Å⁻¹): 1.96
Total charge: +1
Relative energy (zero: lowest compared OMol25 entry of this formula, charge and spin) (kcal/mol): 15.98
Frontier orbital gap (spin up / spin down) (eV): 5.498 / 7.500

```
22
Properties=species:S:1:pos:R:3:forces:R:3:lowdin_charge:R:1
Sn -0.1879 -1.7408 -1.1023 0.79 0.53 -0.53 0.82
S 1.8501 -3.2622 -0.5140 0.17 0.15 0.84 0.67
C 2.1634 -2.6992 1.0713 -0.22 -0.54 -1.34 -0.70
C 3.4644 -2.9763 1.5527 -0.04 0.09 0.07 -0.26
N 4.5418 -3.1746 1.8808 0.66 -0.17 0.26 0.24
C 1.2690 -2.0074 1.8767 -1.02 0.40 -0.33 -0.68
S -0.2871 -1.4510 1.4220 0.42 -0.15 -0.03 0.69
C 1.6566 -1.6675 3.1940 0.03 0.01 -0.08 -0.26
N 1.9692 -1.3523 4.2487 0.16 0.14 0.64 0.25
O -2.9798 -3.3921 -1.3011 0.57 0.88 0.43 0.08
N -2.4572 -2.4733 -0.8610 -1.54 -1.20 -0.18 -0.08
Br 1.8233 0.7445 -1.2475 -0.08 0.03 0.13 0.79
C 0.1394 1.6352 -1.1143 -0.15 -0.07 -0.02 -0.71
C 0.0847 3.0105 -1.0008 0.08 -0.07 -0.08 -0.07
C -1.1746 3.5901 -0.9382 0.04 -0.27 -0.02 -0.02
C -2.2970 2.7755 -0.9872 0.05 0.04 -0.06 -0.02
C -2.1248 1.4069 -1.0993 -0.17 0.19 0.08 -0.11
N -0.9206 0.8420 -1.1562 0.48 -0.09 0.17 -0.10
H 0.9867 3.6021 -0.9778 0.04 0.01 0.01 0.12
H -1.2669 4.6621 -0.8604 -0.04 0.09 0.03 0.13
H -3.2869 3.1992 -0.9470 -0.11 -0.01 0.01 0.12
H -2.9662 0.7295 -1.1395 -0.11 0.01 0.00 0.12
```
Forces are in eV/Å.


Molecular formula: C9H4Cl7NO5V
Method: DFT, ωB97M-V/def2-TZVPD

E_tot (a.u.): -4941.78756
LUMO level (spin up / spin down) (eV): 2.57 / 2.57
Max |F| (eV Å⁻¹): 0.47
Total charge: -1
Relative energy (zero: lowest compared OMol25 entry of this formula, charge and spin) (kcal/mol): 0.00
2S+1: 3
Frontier orbital gap (spin up / spin down) (eV): 8.298 / 8.497

```
27
Properties=species:S:1:pos:R:3:forces:R:3:lowdin_spin:R:1
V -0.0916 -0.9967 -1.0214 0.46 -0.08 0.03 1.93
Cl 2.5675 4.0812 3.5071 -0.02 -0.08 -0.05 0.00
C 2.0985 2.6594 2.6035 0.02 0.07 0.06 0.00
C 1.5127 2.8039 1.3610 0.01 0.02 -0.01 0.00
C 1.1519 1.6644 0.6697 -0.05 0.12 -0.14 0.00
Cl 0.4106 1.8189 -0.9027 0.04 -0.03 0.16 0.00
C 1.3463 0.3639 1.1576 -0.08 -0.13 -0.06 0.00
O 1.0126 -0.7053 0.4908 0.07 0.10 0.13 0.01
C 1.9436 0.2840 2.4275 0.06 -0.01 0.10 0.00
Cl 2.2198 -1.2841 3.1148 -0.03 0.05 -0.05 0.00
C 2.3161 1.4051 3.1448 0.01 0.00 0.02 0.00
H 1.3385 3.7817 0.9359 0.00 0.00 0.00 0.00
H 2.7710 1.2954 4.1185 0.00 0.00 0.00 0.00
Cl 1.2728 -3.8266 -1.4720 -0.24 -0.03 0.08 0.01
C -0.2742 -3.0402 -0.9379 0.13 -0.01 -0.03 -0.03
H -0.4525 -3.3454 0.0937 0.05 -0.06 -0.01 0.00
H -1.0726 -3.4310 -1.5684 0.06 -0.04 -0.02 0.00
Cl -5.3149 0.0525 -1.9097 -0.03 0.00 0.01 0.00
C -3.5696 -0.1823 -1.8461 0.04 0.15 -0.11 0.00
Cl -3.1569 -1.6699 -2.7180 0.04 0.02 -0.01 0.00
Cl -2.7719 1.2104 -2.6301 -0.04 -0.13 0.05 0.00
C -3.0520 -0.2613 -0.3647 0.15 -0.10 0.20 0.01
O -3.8269 -0.0226 0.5272 -0.06 0.03 0.02 0.01
O -1.8146 -0.5724 -0.2518 -0.27 0.08 -0.26 0.02
O 2.0319 -0.8241 -2.2878 -0.19 -0.07 0.10 0.01
N 1.3349 -0.6404 -3.2695 -0.30 0.03 0.04 0.02
O 0.0690 -0.6186 -2.9719 0.17 0.09 -0.23 -0.01
```
Forces are in eV/Å.


Molecular formula: C9H4N2O3Pt
Method: DFT, ωB97M-V/def2-TZVPD

E_tot (a.u.): -799.05184
LUMO level (spin up / spin down) (eV): -10.03 / -14.21
Max |F| (eV Å⁻¹): 9.48
Total charge: +2
Relative energy (zero: lowest compared OMol25 entry of this formula, charge and spin) (kcal/mol): 31.39
2S+1: 3
Frontier orbital gap (spin up / spin down) (eV): 8.376 / 3.875

```
19
Properties=species:S:1:pos:R:3:forces:R:3:lowdin_spin:R:1
O 3.9925 -4.2603 0.8794 -0.74 2.28 -0.64 0.00
C 3.6458 -3.2136 0.5878 0.71 -2.23 0.62 0.00
Pt 1.7956 1.2402 -0.7458 -3.57 1.10 0.28 0.97
C 2.0568 0.6435 -2.4554 1.97 -4.40 -8.17 0.18
C 2.7533 1.7839 0.7541 5.04 1.23 7.68 0.13
O 2.2143 0.0985 -3.4739 -0.76 2.72 4.55 0.11
O 3.3302 1.9446 1.7505 -2.52 -0.47 -4.55 0.09
N -3.8618 -0.9694 -2.3507 1.79 0.80 1.85 0.05
C -3.1009 -0.6334 -1.5238 -1.18 -0.72 -0.79 0.01
C -2.1664 -0.2047 -0.4898 -0.39 -0.10 -0.98 0.05
C -2.5656 0.2457 0.7790 -0.44 -0.17 0.08 -0.01
C -1.6368 0.6420 1.7326 0.45 -0.34 -0.27 0.04
C -0.2939 0.6896 1.3492 -0.62 0.72 -0.58 0.06
N -0.0050 0.5166 0.0455 0.86 -1.88 0.26 0.24
C -0.8129 -0.1380 -0.8188 0.43 1.23 -0.08 0.06
H -3.6283 0.2282 0.9943 0.06 0.08 0.16 0.00
H -1.8934 0.9172 2.7468 -0.19 -0.11 -0.03 0.00
H 0.5310 0.9541 2.0000 -0.27 0.11 0.13 0.00
H -0.3546 -0.4847 -1.7611 -0.63 0.14 0.48 0.01
```
Forces are in eV/Å.


Molecular formula: C9H4N3O9S6Ti
Method: DFT, ωB97M-V/def2-TZVPD

E_tot (a.u.): -4425.54295
LUMO level (spin up / spin down) (eV): 4.39 / 3.88
Max |F| (eV Å⁻¹): 0.79
Total charge: -2
Relative energy (zero: lowest compared OMol25 entry of this formula, charge and spin) (kcal/mol): 0.00
2S+1: 2
Frontier orbital gap (spin up / spin down) (eV): 6.481 / 6.459

```
32
Properties=species:S:1:pos:R:3:forces:R:3:lowdin_spin:R:1
Ti 0.4716 1.6330 -0.5051 0.41 0.60 0.31 0.02
O -3.0439 1.4083 -0.4551 -0.06 0.00 0.02 0.00
S -2.4632 1.2540 0.8496 -0.08 -0.07 0.10 0.00
O -3.1902 1.8305 1.9559 0.03 0.01 -0.03 0.00
O -1.0224 1.6247 0.9200 0.05 0.09 -0.31 0.00
C -2.4680 -0.5212 1.1827 -0.09 0.07 0.02 0.00
C -3.4945 -0.9623 2.0094 -0.03 -0.03 0.02 0.00
C -3.6647 -2.3094 2.2901 0.04 0.01 -0.03 0.00
C -2.7982 -3.2409 1.7416 0.00 0.05 0.00 0.00
C -1.7646 -2.8111 0.9241 -0.01 -0.05 0.02 0.00
C -1.5903 -1.4615 0.6424 0.11 -0.09 -0.04 0.00
S -0.1643 -1.0707 -0.3728 -0.04 -0.12 0.06 0.00
O -0.6019 -0.0648 -1.3583 -0.16 0.17 -0.19 0.00
O 0.2781 -2.3198 -0.9224 -0.02 0.00 0.03 0.00
O 0.7914 -0.3746 0.5033 0.07 -0.03 0.03 0.00
H -4.1542 -0.2193 2.4348 0.00 0.01 -0.01 0.00
H -4.4736 -2.6237 2.9386 0.00 -0.01 0.00 0.00
H -2.9174 -4.2974 1.9475 0.00 0.00 0.01 0.00
H -1.0726 -3.5168 0.4870 0.00 0.01 0.00 0.00
S 2.1226 2.1755 1.4157 -0.17 -0.16 -0.19 0.03
S 2.1051 4.1588 1.6349 -0.02 0.03 0.02 0.12
S 3.6386 4.9499 0.4081 0.08 0.00 -0.05 0.38
S 4.7289 3.5314 -0.3230 -0.05 0.04 0.02 0.44
O 2.0166 1.0285 -1.6754 -0.07 -0.07 -0.04 0.00
N 2.9221 0.1814 -1.3346 -0.10 -0.12 -0.12 0.00
C 3.4960 -0.4343 -2.3365 0.03 0.20 0.19 0.00
C 4.5146 -1.3890 -2.0364 0.14 -0.06 0.04 0.00
N 5.3494 -2.1584 -1.8459 -0.03 -0.01 -0.01 0.00
C 3.1866 -0.1823 -3.7126 -0.13 0.14 -0.08 0.00
N 2.9572 0.0330 -4.8190 0.05 -0.09 -0.02 0.00
O 0.5726 3.4136 -0.8307 0.03 -0.12 0.08 0.00
O -0.2672 2.7347 -1.7581 0.00 -0.42 0.16 0.00
```
Forces are in eV/Å.


Molecular formula: C9H5BFO12S
Method: DFT, ωB97M-V/def2-TZVPD

E_tot (a.u.): -1771.84946
LUMO level (eV): 1.94
Max |F| (eV Å⁻¹): 7.26
Total charge: -1
Frontier orbital gap (eV): 9.195

```
29
Properties=species:S:1:pos:R:3:forces:R:3:lowdin_charge:R:1
C -0.4883 1.1441 -2.8408 -3.07 -4.01 4.85 0.12
C -0.9207 0.2728 -1.9369 1.37 2.57 -5.21 0.00
C -1.6747 -1.0480 -1.3718 0.57 0.88 0.10 -0.22
O -0.8377 -2.0329 -0.6349 -2.72 -0.46 0.60 -0.18
S -2.0701 -3.1153 -0.1464 0.89 -6.79 2.40 0.83
O -2.0075 -3.6814 1.2497 0.23 3.31 -3.58 -0.28
O -2.0549 -4.3084 -1.0754 -0.60 4.63 1.13 -0.30
O -3.4725 -2.1337 -0.2172 3.25 1.40 0.11 -0.14
C -2.8708 -0.7882 -0.2748 0.44 2.35 -1.52 -0.41
C -3.7564 0.4066 -0.8985 -0.75 -0.78 0.88 0.00
F -2.3685 -0.3495 1.0298 -1.16 -1.59 -3.12 0.02
H -0.3101 2.0900 -3.4895 -0.13 -2.27 1.75 0.08
H -2.0937 -1.7387 -2.2161 0.41 2.12 0.97 0.17
H -3.2590 1.3980 -0.5510 -0.83 -1.86 -0.75 0.12
H -4.8510 0.3378 -0.5113 1.96 0.21 -0.55 0.10
H -3.7885 0.3054 -2.0466 0.22 0.21 1.89 0.10
B 2.8322 1.0177 1.2250 0.10 -0.13 0.08 -0.90
O 3.2812 1.1686 2.6178 0.32 -0.67 -0.24 0.24
C 4.0391 0.1064 2.9025 0.09 1.75 3.01 -0.40
O 4.5711 -0.0830 3.9726 -0.30 -0.01 -0.81 0.14
C 4.1182 -0.7676 1.7355 0.46 -2.38 -2.51 -0.40
O 4.7273 -1.8105 1.6658 -0.36 0.77 0.22 0.14
O 3.4087 -0.2429 0.7326 0.26 0.07 0.74 0.24
O 1.3628 0.9913 1.1458 0.06 0.74 -0.59 0.24
C 0.9951 2.0069 0.3623 -2.91 -1.51 1.03 -0.40
O -0.1528 2.2740 0.0866 0.72 0.07 0.14 0.11
C 2.1791 2.7273 -0.0972 2.62 1.90 -1.25 -0.40
O 2.1869 3.6978 -0.8214 -0.24 -0.64 0.41 0.13
O 3.2757 2.1553 0.4036 -0.90 0.14 -0.16 0.24
```
Forces are in eV/Å.